[1]
DFT (wB97M-V/def2-TZVPD) results for C4H7OP in the gas phase.

Results
Relative energy (zero: lowest compared OMol25 entry of this formula, charge and spin), kcal/mol: 44.4
LUMO level, eV: 0.30
Kohn-Sham gap, Eh: 0.361

```
! RIJCOSX wB97M-V def2-TZVPD def2/J DEFGRID3
* xyz 0 1
C -0.914 -1.146 -0.157
C 0.351 -1.365 0.169
C -1.476 0.184 -0.357
C 0.382 1.459 -0.026
O 2.668 -0.037 -0.488
P 1.450 0.072 0.323
H -1.605 -1.973 -0.293
H 0.787 -2.350 0.266
H -1.766 0.457 -1.359
H -2.122 0.561 0.422
H 0.531 1.941 -0.981
H 0.029 2.076 0.780
H 1.687 0.121 1.699
*
```

[2]
DFT (wB97M-V/def2-TZVPD) results for a molecular structure, C4H7OPS2.

Results
⟨S²⟩: 2.01
Relative energy (zero: lowest compared OMol25 entry of this formula, charge and spin), kcal/mol: 0.0
LUMO level (alpha / beta), eV: 0.13 / -2.98
Kohn-Sham gap (alpha / beta), Eh: 0.245 / 0.213

```
! RIJCOSX wB97M-V def2-TZVPD def2/J DEFGRID3
* xyz 0 3
C -1.091 -0.122 -1.080
C -1.549 0.144 0.451
C 0.105 0.619 -1.416
C 1.033 -0.270 1.504
O 3.575 -0.752 1.679
P 2.352 -1.533 1.664
S -0.583 -0.905 1.565
S 1.556 -0.306 -0.722
H -0.826 -1.158 -1.224
H -2.009 0.156 -1.702
H -1.451 1.265 0.718
H -2.576 -0.204 0.601
H 0.170 0.478 -2.464
H 0.184 1.723 -1.224
H 1.109 0.864 1.653
*
```

[3]
DFT (wB97M-V/def2-TZVPD) results for C4H7P in the gas phase.

Results
SMILES: C=C[C@H]1CP1
Relative energy (zero: lowest compared OMol25 entry of this formula, charge and spin), kcal/mol: 61.3
LUMO level, eV: 1.15
Kohn-Sham gap, Eh: 0.383

```
! RIJCOSX wB97M-V def2-TZVPD def2/J DEFGRID3
* xyz 0 1
C 0.606 2.205 -0.159
C -0.152 1.275 0.383
C 0.211 -0.449 -0.176
C -0.327 -1.619 0.650
P -1.443 -1.134 -0.781
H 0.563 3.292 0.017
H 1.481 1.928 -0.668
H -0.713 1.235 1.213
H 1.039 -0.570 -0.832
H 0.318 -2.478 0.279
H -0.644 -1.481 1.702
H -0.939 -2.204 -1.626
*
```

[4]
DFT (wB97M-V/def2-TZVPD) results for 2 unconnected molecules or ions with the total composition C4H7P3.

Results
Relative energy (zero: lowest compared OMol25 entry of this formula, charge and spin), kcal/mol: 102.6
LUMO level (alpha / beta), eV: -1.00 / -0.69
Kohn-Sham gap (alpha / beta), Eh: 0.283 / 0.286

```
! RIJCOSX wB97M-V def2-TZVPD def2/J DEFGRID3
* xyz 0 1
C 1.963 -1.487 0.202
C 0.640 0.737 0.083
C -1.617 2.405 0.398
C -0.736 -1.579 -0.549
P 3.277 -0.448 -0.022
P 2.182 1.393 -0.096
P 0.341 -0.917 0.634
H 2.171 -2.571 0.280
H -1.785 2.485 1.472
H -2.582 2.124 -0.100
H -0.867 3.202 0.149
H -0.290 -1.727 -1.593
H -1.626 -1.061 -0.663
H -1.071 -2.555 -0.196
*
```

[5]
DFT (wB97M-V/def2-TZVPD) results for C4H7PS in the gas phase.

Results
Relative energy (zero: lowest compared OMol25 entry of this formula, charge and spin), kcal/mol: 77.1
LUMO level (alpha / beta), eV: 0.00 / -0.95
Kohn-Sham gap (alpha / beta), Eh: 0.285 / 0.246

```
! RIJCOSX wB97M-V def2-TZVPD def2/J DEFGRID3
* xyz 0 1
C 0.652 -0.029 -0.281
C -0.572 0.067 0.533
C -1.264 -1.102 1.040
C 0.383 1.056 -1.247
P -0.938 -2.745 0.846
S 0.783 2.787 -0.814
H 1.445 0.207 0.335
H 0.741 -1.121 -0.626
H -0.954 1.017 0.897
H -2.007 -0.946 1.821
H -0.397 1.069 -2.072
H 0.218 -2.798 -0.183
H 1.909 2.536 -0.250
*
```

[6]
DFT (wB97M-V/def2-TZVPD) results for 2 unconnected molecules or ions with the total composition C4H7PS.

Results
Relative energy (zero: lowest compared OMol25 entry of this formula, charge and spin), kcal/mol: 85.7
LUMO level, eV: 0.68
Kohn-Sham gap, Eh: 0.359

```
! RIJCOSX wB97M-V def2-TZVPD def2/J DEFGRID3
* xyz 0 1
C -0.163 0.431 1.377
C 0.869 0.596 0.217
C 0.322 -0.590 -0.435
C -0.741 -0.742 0.607
P 2.007 -0.916 0.122
S -2.462 -0.558 -0.009
H 0.315 0.145 2.373
H -0.928 1.301 1.549
H 1.103 1.610 -0.058
H -0.300 -1.006 -1.911
H -0.683 -1.634 1.269
H 2.434 -0.259 -1.007
H -2.618 -1.854 -0.109
*
```

[7]
DFT (wB97M-V/def2-TZVPD) results for a molecular structure, C4H8.

Results
⟨S²⟩: 0.76
Relative energy (zero: lowest compared OMol25 entry of this formula, charge and spin), kcal/mol: 82.4
LUMO level (alpha / beta), eV: 4.12 / 4.12
Kohn-Sham gap (alpha / beta), Eh: 0.185 / 0.195

```
! RIJCOSX wB97M-V def2-TZVPD def2/J DEFGRID3
* xyz -1 2
C -0.102 0.540 1.564
C 0.544 -0.634 1.462
C 1.635 -0.182 0.765
C 0.036 -1.911 1.843
H 0.304 1.449 1.640
H -1.272 0.522 1.751
H -2.026 2.034 -6.555
H 2.381 0.444 1.155
H 1.660 0.059 -0.328
H 0.395 -2.796 1.177
H -2.620 2.391 -6.840
H -0.933 -1.915 2.365
*
```

[8]
DFT (wB97M-V/def2-TZVPD) results for 2 unconnected molecules or ions with the total composition C4H8.

Results
SMILES: C=C.C=C
Relative energy (zero: lowest compared OMol25 entry of this formula, charge and spin), kcal/mol: 47.6
LUMO level, eV: 1.17
Kohn-Sham gap, Eh: 0.397

```
! RIJCOSX wB97M-V def2-TZVPD def2/J DEFGRID3
* xyz 0 1
C -1.347 1.549 1.947
C -0.123 1.755 2.439
H -2.127 1.581 2.694
H -1.643 1.806 0.937
H 0.158 1.290 3.374
H 0.615 2.361 1.931
C 0.291 -2.068 -2.558
C 1.261 -1.423 -1.933
H 0.101 -3.116 -2.371
H -0.376 -1.590 -3.262
H 1.924 -1.802 -1.168
H 1.267 -0.342 -2.031
*
```

- Which value of relative energy (zero: lowest compared OMol25 entry of this formula, charge and spin) does entry 4 give?
  102.6 kcal/mol

- What is the formula in the fifth record?
  C4H7PS

What did the fourth record say?
DFT (wB97M-V/def2-TZVPD) results for 2 unconnected molecules or ions with the total composition C4H7P3.

Results
Relative energy (zero: lowest compared OMol25 entry of this formula, charge and spin), kcal/mol: 102.6
LUMO level (alpha / beta), eV: -1.00 / -0.69
Kohn-Sham gap (alpha / beta), Eh: 0.283 / 0.286

```
! RIJCOSX wB97M-V def2-TZVPD def2/J DEFGRID3
* xyz 0 1
C 1.963 -1.487 0.202
C 0.640 0.737 0.083
C -1.617 2.405 0.398
C -0.736 -1.579 -0.549
P 3.277 -0.448 -0.022
P 2.182 1.393 -0.096
P 0.341 -0.917 0.634
H 2.171 -2.571 0.280
H -1.785 2.485 1.472
H -2.582 2.124 -0.100
H -0.867 3.202 0.149
H -0.290 -1.727 -1.593
H -1.626 -1.061 -0.663
H -1.071 -2.555 -0.196
*
```

- Which value of relative energy (zero: lowest compared OMol25 entry of this formula, charge and spin) does entry 2 give?
  0.0 kcal/mol